[1]
Density functional theory data (wB97M-V/def2-TZVPD) for C3H3BaO9 as an isolated structure.

The geometry in XYZ format:
```
16
Properties=species:S:1:pos:R:3:lowdin_charge:R:1
Ba -0.5669 0.6644 -0.2069 2.525
O 2.3814 0.4257 2.2212 0.140
O -2.5823 -2.1122 1.4273 0.153
O 1.2387 -0.5291 0.5920 -0.105
O -1.3739 -1.2546 -0.2517 -0.292
O -0.5217 0.1905 -2.2128 -0.305
O -1.6497 -0.1192 1.5058 -0.237
O 1.2618 0.3872 -3.5162 0.087
O 1.0396 1.5738 -1.6223 -0.158
O 0.6843 1.4160 1.1906 -0.360
C 1.4104 0.4200 1.3286 -0.925
C -1.8790 -1.1541 0.9014 -0.913
C 0.5586 0.7241 -2.3827 -0.923
H 0.5403 -0.1300 -3.8818 0.090
H -2.7403 -1.7968 2.3201 0.117
H 2.1987 1.2942 2.5873 0.108
```

- HOMO: -3.94 eV
- Orbital gap: 6.69 eV
- Relative energy (zero: lowest compared OMol25 entry of this formula, charge and spin): 708.2 kJ/mol
- Total charge: -1

[2]
Density functional theory data (wB97M-V/def2-TZVPD) for C3H3BeO2 as an isolated structure.

The geometry in XYZ format:
```
9
Properties=species:S:1:pos:R:3:lowdin_charge:R:1
O -0.9562 -0.3507 0.0524 -0.026
O -1.0560 1.9068 -0.1006 0.116
C -0.2648 0.9056 -0.0889 -0.443
C 0.3765 -0.9865 0.1063 -0.009
C 0.9912 0.3841 -0.0450 0.102
Be -2.0344 0.5722 0.0508 0.825
H 0.4744 -1.6914 -0.7292 0.151
H 0.4980 -1.4973 1.0701 0.150
H 1.9713 0.7573 -0.3159 0.135
```

- HOMO: -13.98 eV
- Orbital gap: 7.16 eV
- Relative energy (zero: lowest compared OMol25 entry of this formula, charge and spin): 0.0 kJ/mol
- Total charge: +1

[3]
Density functional theory data (wB97M-V/def2-TZVPD) for C3H3Br as an isolated structure.

The geometry in XYZ format:
```
7
Properties=species:S:1:pos:R:3:lowdin_charge:R:1
Br 2.2327 -0.6503 -0.1661 0.600
C -1.0606 -0.4320 0.4904 0.157
C 0.5774 0.2428 -0.5321 -0.584
C -0.3436 0.6324 0.4960 -0.347
H -0.0115 1.2818 1.2028 0.059
H 0.3554 0.0667 -1.6381 0.066
H -1.7496 -1.1413 0.1472 0.048
```

- HOMO: -8.15 eV
- Orbital gap: 8.56 eV
- Relative energy (zero: lowest compared OMol25 entry of this formula, charge and spin): 270.9 kJ/mol
- Total charge: 0

[4]
Density functional theory data (wB97M-V/def2-TZVPD) for C3H3Br2NO2 as an isolated structure.

The geometry in XYZ format:
```
11
Properties=species:S:1:pos:R:3:lowdin_charge:R:1
Br 2.4094 0.2497 0.9068 0.695
Br 0.2263 -2.2203 0.3191 0.796
O -1.0524 -0.2217 1.6411 -0.108
O -1.4999 0.5221 -0.5100 -0.022
N 1.5366 -0.0873 -2.8476 0.086
C -0.4872 0.4890 0.4903 -0.558
C 1.1082 -0.0495 -1.8037 -0.208
C 0.7029 -0.3478 0.0729 -1.007
H -1.3401 -0.1933 -1.2012 0.113
H -1.5550 0.4203 2.1133 0.082
H -0.0489 1.4388 0.8189 0.131
```

- HOMO: -11.15 eV
- Orbital gap: 10.35 eV
- Relative energy (zero: lowest compared OMol25 entry of this formula, charge and spin): 221.2 kJ/mol
- Total charge: 0

Among the records above, which one has the highest relative energy (zero: lowest compared OMol25 entry of this formula, charge and spin)?
C3H3BaO9

Look up the total charge of the fourth one.
0